Molecular formula: C4H9N2S
Method: DFT, wB97M-V/def2-TZVPD

Geometry as XYZ:
```
16
Properties=species:S:1:pos:R:3:forces:R:3:lowdin_charge:R:1
C -1.621480 -0.246758 -0.082638 3.3 0.6 0.8 -0.24
C 0.690216 1.391055 -0.832803 -0.4 1.2 -0.3 -0.41
C 1.028170 0.045068 -0.392870 -2.9 -2.2 0.6 -0.09
C 1.785392 -0.330486 0.833295 0.3 0.4 0.8 -0.07
N -1.733528 1.036993 0.063891 -3.4 1.6 -0.6 -0.38
N -2.487114 -1.201781 -0.052309 -0.3 -2.9 -0.8 0.12
S -0.535092 2.191559 0.326284 1.7 -0.4 -0.1 0.96
H 1.639344 1.812019 -0.547319 0.5 1.5 -0.1 0.09
H 0.338186 1.756518 -1.865385 0.9 -1.6 1.3 0.13
H 0.832344 -0.842178 -1.003204 0.3 0.6 -0.4 0.11
H 2.784248 -0.513262 0.465057 0.8 0.0 -0.5 0.10
H 1.585724 -1.343809 1.245698 -0.6 0.8 -0.4 0.11
H 1.946509 0.398302 1.665153 -0.7 -0.3 -0.8 0.11
H -2.621010 1.629949 -0.031415 1.0 -1.5 0.2 0.14
H -2.040552 -2.172404 -0.126016 -1.3 2.0 0.0 0.16
H -3.513047 -1.194153 -0.190436 0.8 0.4 0.4 0.14
```
Positions in Å, forces in eV/Å.

Values from the calculation:
E, eV: -18098.8632
Gap between HOMO and LUMO, eV: 7.82
LUMO level, eV: -5.20
Relative energy (zero: lowest compared OMol25 entry of this formula, charge and spin), kJ/mol: 450.0
Net charge: +1
Strongest force on any atom, hartree/bohr: 0.075

Molecular formula: C29H26N6OPtS
Method: DFT, wB97M-V/def2-TZVPD

Geometry as XYZ:
```
64
Properties=species:S:1:pos:R:3:forces:R:3:lowdin_charge:R:1
Pt 0.279207 0.465123 -0.005884 0.3 -0.6 -0.2 0.86
C -2.381297 4.847505 -0.237182 0.0 0.0 0.0 0.00
N -1.924567 4.010966 -1.346885 0.0 0.0 0.0 -0.11
C -1.929588 4.369671 -2.681471 0.0 0.0 0.0 0.01
C -1.433380 3.343332 -3.379820 0.0 0.0 0.0 0.01
N -1.118390 2.322404 -2.462456 0.3 0.1 0.0 0.03
C -1.425300 2.778609 -1.211545 0.0 0.1 0.0 -0.63
S -1.294113 2.047637 0.317023 -0.4 -0.1 0.1 0.72
C -0.690550 1.029413 -2.851248 -0.2 0.0 0.0 -0.20
C -0.760674 0.685952 -4.198186 -0.1 0.0 0.0 0.04
C -0.482056 -0.602149 -4.599540 0.0 0.0 0.0 0.01
C -0.169807 -1.551496 -3.638621 0.0 0.0 0.0 0.00
C -0.080997 -1.142643 -2.334792 0.0 0.0 0.1 -0.08
N -0.289328 0.133916 -1.934755 0.2 0.3 -0.1 -0.04
H -2.738336 5.785453 -0.650199 0.0 0.0 0.0 0.11
H -1.553970 5.034513 0.444621 0.0 0.0 0.0 0.10
H -3.191034 4.347924 0.290490 0.0 0.0 0.0 0.10
H -2.285749 5.329749 -3.010601 0.0 0.0 0.0 0.15
H -1.286243 3.258782 -4.436655 0.1 0.0 0.0 0.13
H -1.064143 1.406647 -4.936471 0.0 0.0 0.0 0.11
H -0.543181 -0.865040 -5.646686 0.0 0.0 0.0 0.14
H 0.007344 -2.587260 -3.887035 0.0 0.0 0.0 0.13
H 0.151204 -1.842620 -1.550824 0.1 0.0 0.0 0.10
C -1.218742 -2.313750 3.585719 0.0 0.0 0.0 0.02
C -0.348227 -1.425281 2.753456 0.1 0.0 0.0 -0.36
O -0.490311 -1.379612 1.537665 -0.1 0.2 0.2 -0.03
C 0.717007 -0.615220 3.408621 0.0 0.0 0.1 -0.15
C 1.246919 -1.004395 4.637423 0.0 0.0 0.0 0.00
C 2.287225 -0.290175 5.214917 0.0 0.0 0.0 -0.03
C 2.793992 0.836086 4.586616 0.0 0.0 0.0 -0.04
C 2.260092 1.257630 3.373134 0.0 0.0 0.0 -0.04
C 1.234717 0.527745 2.807917 0.1 -0.1 -0.1 -0.06
H -2.021959 -2.708719 2.971073 0.0 0.0 0.0 0.10
H -1.620834 -1.771190 4.441458 0.0 0.0 0.0 0.11
H -0.631846 -3.146470 3.979882 0.0 0.0 0.0 0.10
H 0.861419 -1.879170 5.142606 0.0 0.0 0.0 0.12
H 2.697317 -0.612005 6.162214 0.0 0.0 0.0 0.12
H 3.595638 1.399060 5.045163 0.0 0.0 0.0 0.12
H 2.630172 2.153214 2.893207 0.0 0.0 0.0 0.12
H 0.797501 0.947652 1.883568 -0.2 0.1 -0.1 0.02
N 6.134355 -3.773223 0.365682 0.0 0.0 0.0 0.17
C 7.507504 -3.891827 0.355919 0.0 -0.1 0.0 -0.18
C 8.356872 -4.976785 0.572662 0.0 0.0 0.0 -0.01
C 9.704855 -4.719135 0.474695 0.0 0.0 0.0 -0.06
C 10.201833 -3.433355 0.171047 0.0 0.0 0.0 -0.07
C 9.359907 -2.369935 -0.043202 0.0 0.0 0.0 0.00
C 7.983443 -2.609164 0.051336 0.0 0.1 0.0 -0.21
N 6.927352 -1.741439 -0.119560 0.0 0.0 0.0 0.19
C 5.855306 -2.462907 0.074867 -0.1 0.0 0.0 -0.29
C 4.516882 -1.898682 -0.015697 0.0 0.0 0.0 -0.10
C 4.380137 -0.559040 -0.394295 0.0 0.0 0.0 0.03
C 3.129502 -0.003875 -0.474621 0.0 -0.1 -0.1 -0.10
N 2.004519 -0.698146 -0.199361 0.0 0.2 0.1 -0.13
C 2.127999 -1.982198 0.164818 -0.1 0.0 0.0 -0.12
C 3.349265 -2.611659 0.259036 0.0 0.0 0.0 0.03
H 5.483331 -4.514867 0.551058 0.0 0.0 0.0 0.16
H 7.985209 -5.965240 0.805813 0.0 0.0 0.0 0.11
H 10.408677 -5.524846 0.633800 0.0 0.0 0.0 0.11
H 11.271858 -3.292200 0.106781 0.0 0.0 0.0 0.11
H 9.733222 -1.382705 -0.277043 0.0 0.0 0.0 0.12
H 5.261727 0.023639 -0.619495 0.0 0.0 0.0 0.13
H 2.993057 1.027346 -0.772643 0.0 0.0 0.0 0.11
H 1.213627 -2.506395 0.408068 0.0 0.0 0.0 0.11
H 3.368041 -3.648997 0.562322 0.0 0.0 0.0 0.12
```
Positions in Å, forces in eV/Å.

Values from the calculation:
E, eV: -55552.6639
Gap between HOMO and LUMO, eV: 5.90
LUMO level, eV: -6.53
Relative energy (zero: lowest compared OMol25 entry of this formula, charge and spin), kJ/mol: 175.0
Net charge: +2
Strongest force on any atom, hartree/bohr: 0.013